1.
8
Properties=species:S:1:pos:R:3 method="wB97M-V/def2-TZVPD" e_homo_ev=-8.9614 smiles="NNC=S"
N -1.3239 0.4240 -0.2223
N -0.3360 -0.4097 0.4417
C 1.0553 -0.1195 0.1088
S 2.0326 -0.1684 -1.2442
H -1.7507 -0.1477 -1.0992
H -0.6158 1.1476 -0.4971
H -0.5734 -0.4045 1.3464
H 1.5120 -0.3218 1.1659

=====

2.
19
Properties=species:S:1:pos:R:3 method="wB97M-V/def2-TZVPD" e_homo_ev=-7.7465
C -2.5192 -0.4594 -0.1584
C -1.4741 -0.4544 0.6322
C 0.7323 -1.3848 -1.0480
C 1.2789 -0.1927 1.0845
C 0.5616 -0.1201 -0.1699
N 0.5332 2.3750 -0.0311
N 0.6781 1.1799 -0.8346
H -3.5323 -0.7233 0.2596
H -2.5239 -0.4825 -1.2148
H -1.4558 -0.1814 1.6314
H 0.2489 -2.4203 -0.7900
H 1.8081 -1.6514 -1.2037
H 0.3655 -1.0597 -2.0123
H 0.7065 0.5383 1.6859
H 1.3046 -1.1470 1.6701
H 2.4012 -0.0523 1.1080
H -0.4019 2.5210 0.2931
H 1.1988 2.3710 0.7563
H 0.0895 1.3442 -1.6581

=====

3.
45
Properties=species:S:1:pos:R:3 method="wB97M-V/def2-TZVPD" e_homo_ev="-4.9188 / -8.6174" spin_multiplicity=5
Ir 0.0047 -0.0492 -0.3942
C 4.1388 -0.4866 -1.1606
C 2.8661 -1.0149 -1.2036
N 2.0127 -0.2615 -0.4174
N 2.7591 0.8395 -0.0244
C 4.0339 0.6674 -0.3801
B 2.1092 1.8648 1.0776
N 1.3108 1.0058 2.0849
C 1.7275 0.6560 3.2906
C 1.2515 -0.6922 3.6038
C 0.2883 -0.9068 2.5697
N 0.4242 0.0483 1.5780
N 1.0643 2.7057 0.3211
C 0.8903 4.0013 0.3725
C -0.0126 4.3369 -0.6329
C -0.4279 3.0909 -1.1886
N 0.2775 2.1110 -0.5912
H 5.0147 -0.6765 -1.7820
H 2.5253 -1.9708 -1.5463
H 4.7720 1.4341 -0.0634
H 3.0728 2.4469 1.5267
H 2.4613 1.2942 3.7829
H 1.5748 -1.2123 4.4924
H -0.6172 -1.5082 2.5447
H 1.3872 4.5985 1.2060
H -0.4153 5.3383 -0.8792
H -1.0428 2.8489 -2.0581
S -0.6125 -0.2550 -2.6925
C -2.2144 -0.2819 -1.9934
C -3.4355 -0.4502 -2.6432
C -4.6133 -0.2672 -1.8544
C -4.5098 -0.2273 -0.4664
C -3.2326 -0.2070 0.1192
N -2.1482 -0.0364 -0.6819
H -3.5098 -0.6090 -3.7192
H -5.6009 -0.2297 -2.3145
H -5.4422 -0.0580 0.0503
H -3.0252 -0.4024 1.1579
C -0.6244 -4.5475 -0.3165
C -0.9043 -3.0985 0.0472
O -1.9214 -2.7188 0.6673
O 0.0287 -2.2261 -0.3393
H -0.9056 -5.0840 0.6143
H 0.4072 -4.7937 -0.5990
H -1.1867 -5.0168 -1.1649

=====

4.
10
Properties=species:S:1:pos:R:3 method="wB97M-V/def2-TZVPD" e_homo_ev=-7.0264
C -0.0311 0.0967 -0.0196
C -0.0778 -0.6870 1.2050
N -1.3048 1.6555 -0.1100
N 0.6444 -0.1661 -1.1103
Cl -0.8923 2.5147 -1.4919
H -1.0844 -0.9085 1.7061
H 0.3532 -1.6411 0.9872
H 0.5220 -0.1269 1.8780
H 1.1559 -0.9965 -1.0073
H 0.7150 0.2591 -2.0372

=====

5.
22
Properties=species:S:1:pos:R:3 method="wB97M-V/def2-TZVPD" e_homo_ev=-8.9509 smiles=CN(C)C.O.O.O
C -1.0293 -1.5856 -1.9271
N -0.5826 -0.4039 -1.2023
C 0.1817 0.4949 -2.0396
C -1.6190 0.1616 -0.3816
H -0.5200 -2.4834 -1.5298
H -0.6490 -1.6018 -2.9521
H -2.0726 -1.9026 -1.9400
H -0.1997 0.5395 -3.0467
H 0.1303 1.5176 -1.6778
H 1.1988 0.1210 -2.1198
H -1.2265 0.8445 0.3755
H -2.0665 -0.6076 0.2380
H -2.4163 0.6711 -0.9173
O -0.5993 -0.2949 2.5273
H 0.2569 -0.2689 2.9417
H -0.8100 -0.6337 1.6634
O 2.1320 -1.4383 0.9212
H 2.6379 -1.7999 0.1913
H 1.3038 -1.0788 0.5847
O 1.1737 2.9432 1.5312
H 0.2238 2.7844 1.5485
H 1.4838 2.3382 0.8476

=====

6.
13
Properties=species:S:1:pos:R:3 method="wB97M-V/def2-TZVPD" e_homo_ev=-8.1414 smiles=Cc1c[nH]c(O)n1
C -0.7377 -0.2427 1.9532
C -0.1426 -0.2267 0.5831
C -0.9758 -0.0381 -0.4714
N -0.1671 0.2418 -1.5563
C 1.0994 0.1603 -1.0916
O 2.1108 0.3524 -1.9534
N 1.1832 -0.1282 0.1803
H -0.5301 0.7030 2.4636
H -0.4768 -1.0701 2.6237
H -1.8096 -0.2131 1.7392
H -2.0162 -0.3039 -0.5607
H -0.4573 0.6440 -2.4317
H 2.9197 0.1211 -1.4780

=====

Calculated calculated total energy, -548.09961; -307.03731; -1680.93117; -648.71358; -403.71410; -340.77240 a.u. (same order as the records).